<1>
{"formula": "C4H7NO", "method": "the ωB97M-V functional and the def2-TZVPD basis", "species": ["C", "N", "C", "C", "C", "O", "H", "H", "H", "H", "H", "H", "H"], "coordinates": [[1.779, 0.425, -0.180], [0.449, 0.061, -0.654], [-0.467, 0.850, 0.098], [-0.438, -0.693, 0.225], [-1.782, -1.194, -0.171], [-2.351, -2.080, 0.421], [1.970, 1.451, -0.536], [2.520, -0.244, -0.601], [1.840, 0.468, 0.921], [-0.127, 1.411, 0.962], [-1.080, 1.439, -0.591], [-0.020, -1.360, 1.000], [-2.292, -0.533, -0.893]], "lowdin_charge": [-0.104, -0.135, -0.134, -0.185, -0.249, 0.049, 0.094, 0.076, 0.087, 0.103, 0.118, 0.157, 0.123], "gap_ev": 10.41, "smiles": "CN1C[C@H]1C=O", "molar_mass_g_mol": 85.11, "homo_ev": -9.45}

---

<2>
{"formula": "C4H7NO", "method": "the ωB97M-V functional and the def2-TZVPD basis", "species": ["C", "C", "C", "N", "O", "C", "H", "H", "H", "H", "H", "H", "H"], "coordinates": [[1.388, 0.078, -0.547], [0.209, 0.070, 0.526], [-0.735, 1.219, 0.247], [-1.824, 0.810, -0.359], [-1.889, -0.539, -0.357], [-0.662, -1.058, 0.204], [0.790, -0.171, -1.558], [1.731, 1.208, -0.435], [2.226, -0.567, -0.238], [0.427, 0.145, 1.574], [-0.589, 2.243, 0.364], [-0.878, -1.752, 1.101], [-0.194, -1.687, -0.522]], "lowdin_charge": [-0.049, -0.358, -0.097, 0.047, -0.119, -0.198, 0.135, 0.105, 0.067, 0.128, 0.092, 0.150, 0.097], "gap_ev": 10.10, "smiles": "C[C@H]1C=NOC1", "molar_mass_g_mol": 85.11, "homo_ev": -9.16}

---

<1> has the most favorable energy; the next structure is 0.0140 hartree above.

---

<1>
{"formula": "C4H7NO", "method": "the ωB97M-V functional and the def2-TZVPD basis", "species": ["C", "C", "C", "N", "C", "O", "H", "H", "H", "H", "H", "H", "H"], "coordinates": [[0.936, 0.884, 1.624], [-0.859, 0.085, 0.002], [-1.056, -0.307, -1.430], [0.148, -1.199, -1.285], [0.306, -0.602, -0.036], [1.295, -0.532, 0.837], [-0.077, 1.231, 1.958], [1.527, 0.616, 2.473], [1.335, 1.663, 0.968], [-1.565, 0.050, 0.819], [-0.867, 0.507, -2.146], [-1.981, -0.825, -1.669], [0.880, -1.247, -1.986]], "lowdin_charge": [0.050, -0.099, -0.174, 0.075, -0.485, -0.021, 0.086, 0.063, 0.088, 0.096, 0.108, 0.099, 0.116], "gap_ev": 8.70, "molar_mass_g_mol": 85.11, "homo_ev": -7.70}

---

<2>
{"formula": "C4H7NO", "method": "the ωB97M-V functional and the def2-TZVPD basis", "species": ["C", "C", "C", "C", "N", "O", "H", "H", "H", "H", "H", "H", "H"], "coordinates": [[-1.564, -1.027, 0.370], [-1.132, 0.036, -0.321], [0.274, 0.305, -0.631], [1.049, 1.112, 0.389], [0.826, -1.268, -0.676], [1.778, -1.508, -0.003], [-2.616, -1.257, 0.435], [-0.931, -1.626, 1.005], [-1.840, 0.658, -0.855], [0.398, 0.664, -1.658], [0.841, 0.772, 1.403], [2.122, 0.972, 0.233], [0.796, 2.167, 0.308]], "lowdin_charge": [0.020, -0.181, -0.333, -0.077, -0.001, -0.003, 0.054, 0.056, 0.098, 0.134, 0.082, 0.072, 0.080], "gap_ev": 9.06, "smiles": "C=C[C@@H](C)N=O", "molar_mass_g_mol": 85.11, "homo_ev": -8.72}

---

<2> has the most favorable energy; the next structure is 0.0163 hartree above.

---

<1>
{"formula": "C4H7NO", "method": "the ωB97M-V functional and the def2-TZVPD basis", "species": ["C", "O", "C", "C", "C", "N", "H", "H", "H", "H", "H", "H", "H"], "coordinates": [[-0.013, -1.288, 1.406], [-0.425, 0.060, 1.329], [-0.783, 0.489, 0.043], [0.421, 1.110, -0.722], [0.757, 0.445, -1.987], [1.003, -0.059, -2.996], [-0.855, -1.945, 1.656], [0.430, -1.625, 0.463], [0.738, -1.372, 2.195], [-1.223, -0.332, -0.539], [-1.544, 1.264, 0.167], [1.290, 1.097, -0.059], [0.204, 2.157, -0.955]], "lowdin_charge": [-0.101, -0.193, -0.229, -0.137, -0.233, 0.134, 0.091, 0.089, 0.090, 0.124, 0.123, 0.126, 0.116], "gap_ev": 11.14, "smiles": "COCCC#N", "molar_mass_g_mol": 85.11, "homo_ev": -10.32}

---

<2>
{"formula": "C4H7NO", "method": "the ωB97M-V functional and the def2-TZVPD basis", "species": ["C", "C", "N", "C", "C", "O", "H", "H", "H", "H", "H", "H", "H"], "coordinates": [[-1.109, -0.491, 1.193], [-0.404, -0.708, -0.101], [-0.556, 0.175, -1.171], [0.899, -0.062, -0.386], [1.275, 1.350, -0.274], [0.597, 2.242, -0.725], [-1.078, 0.564, 1.477], [-0.580, -1.086, 1.945], [-2.148, -0.815, 1.125], [-0.317, -1.739, -0.440], [-0.497, -0.188, -2.107], [1.757, -0.782, -0.403], [2.269, 1.575, 0.142]], "lowdin_charge": [-0.041, -0.444, 0.125, -0.120, -0.282, 0.027, 0.088, 0.084, 0.078, 0.139, 0.092, 0.143, 0.112], "gap_ev": 9.84, "smiles": "C[C@H]1N[C@H]1C=O", "molar_mass_g_mol": 85.11, "homo_ev": -9.19}

---

<1> has the most favorable energy; the next structure is 0.0739 hartree above.

---

<1>
{"formula": "C4H7NO", "method": "the ωB97M-V functional and the def2-TZVPD basis", "species": ["C", "C", "C", "N", "C", "O", "H", "H", "H", "H", "H", "H", "H"], "coordinates": [[1.648, 0.920, 0.174], [0.181, 0.563, 0.291], [-0.762, 0.318, -0.822], [-0.209, -0.805, -0.092], [-1.192, -1.700, 0.368], [-2.384, -1.515, 0.407], [2.152, 0.755, 1.133], [1.777, 1.979, -0.084], [2.152, 0.312, -0.583], [-0.315, 1.016, 1.151], [-1.800, 0.548, -0.589], [-0.495, 0.301, -1.873], [-0.752, -2.691, 0.517]], "lowdin_charge": [-0.053, -0.284, -0.105, -0.030, -0.299, 0.053, 0.074, 0.078, 0.080, 0.142, 0.107, 0.115, 0.123], "gap_ev": 10.94, "smiles": "C[C@H]1CN1C=O", "molar_mass_g_mol": 85.11, "homo_ev": -9.93}

---

<2>
{"formula": "C4H7NO", "method": "the ωB97M-V functional and the def2-TZVPD basis", "species": ["O", "C", "C", "N", "C", "C", "H", "H", "H", "H", "H", "H", "H"], "coordinates": [[1.785, -0.226, -0.214], [0.778, -0.899, -0.792], [-0.393, -1.187, 0.156], [-0.890, 0.210, -0.116], [-0.414, 1.187, 0.885], [0.146, 0.402, -1.023], [0.657, 1.055, 1.124], [1.020, -1.552, -1.625], [-0.121, -1.409, 1.182], [-1.115, -1.906, -0.196], [-0.928, 0.901, 1.762], [-0.666, 2.209, 0.611], [0.141, 1.215, -1.753]], "lowdin_charge": [-0.069, -0.456, -0.063, -0.073, -0.089, -0.025, 0.093, 0.133, 0.123, 0.109, 0.069, 0.095, 0.154], "gap_ev": 9.53, "molar_mass_g_mol": 85.11, "homo_ev": -9.09}

---

<1> has the most favorable energy; the next structure is 0.1072 hartree above.

---

<1>
{"formula": "C5H11NO", "method": "the ωB97M-V functional and the def2-TZVPD basis", "species": ["C", "C", "N", "C", "C", "C", "O", "H", "H", "H", "H", "H", "H", "H", "H", "H", "H", "H"], "coordinates": [[-1.891, -0.931, -0.540], [-1.533, 0.154, 0.470], [-0.084, 0.448, 0.625], [0.497, 0.483, 1.835], [0.635, 0.863, -0.428], [2.009, 0.338, -0.714], [1.949, -0.809, -1.570], [-2.976, -0.919, -0.704], [-1.623, -1.931, -0.185], [-1.406, -0.762, -1.506], [-1.988, 1.104, 0.165], [-1.914, -0.082, 1.467], [1.226, 1.262, 1.997], [0.329, -0.291, 2.571], [0.095, 1.357, -1.228], [2.595, 1.071, -1.274], [2.564, 0.098, 0.201], [1.472, -1.486, -1.073]], "lowdin_charge": [-0.084, -0.188, -0.239, -0.005, -0.117, -0.262, -0.081, 0.075, 0.075, 0.070, 0.125, 0.115, 0.063, 0.055, 0.111, 0.110, 0.101, 0.076], "gap_ev": [7.61, 7.60], "molar_mass_g_mol": 101.15, "homo_ev": [-6.99, -6.98]}

---

<2>
{"formula": "C5H11NO", "method": "the ωB97M-V functional and the def2-TZVPD basis", "species": ["C", "C", "N", "C", "C", "C", "O", "H", "H", "H", "H", "H", "H", "H", "H", "H", "H", "H"], "coordinates": [[-1.988, 0.573, -0.753], [-1.429, -0.515, 0.162], [0.006, -0.357, 0.373], [0.422, 0.404, 1.533], [0.821, -0.644, -0.691], [2.271, -0.204, -0.611], [0.392, -1.219, -1.682], [-3.072, 0.472, -0.865], [-1.531, 0.491, -1.743], [-1.778, 1.571, -0.350], [-1.604, -1.499, -0.280], [-1.914, -0.491, 1.144], [-0.083, 0.014, 2.423], [1.496, 0.305, 1.696], [0.182, 1.473, 1.444], [2.729, -0.432, -1.573], [2.823, -0.725, 0.178], [2.350, 0.872, -0.424]], "lowdin_charge": [-0.077, -0.216, -0.129, -0.058, -0.506, -0.008, 0.039, 0.074, 0.071, 0.071, 0.117, 0.114, 0.089, 0.077, 0.093, 0.083, 0.083, 0.083], "gap_ev": 10.06, "smiles": "CCN(C)C(C)=O", "molar_mass_g_mol": 101.15, "homo_ev": -9.16}

---

<2> has the most favorable energy; the next structure is 0.1252 hartree above.

---

<1>
{"formula": "C5H11NO", "method": "the ωB97M-V functional and the def2-TZVPD basis", "species": ["C", "C", "C", "N", "C", "O", "C", "H", "H", "H", "H", "H", "H", "H", "H", "H", "H", "H"], "coordinates": [[-2.493, 0.145, -0.634], [-1.035, -0.098, -0.321], [-0.665, -0.373, 1.131], [0.806, -0.415, 1.059], [1.398, 0.464, 0.204], [1.001, 1.628, 0.026], [2.637, 0.049, -0.505], [-2.617, 0.292, -1.715], [-3.195, -0.647, -0.336], [-2.792, 1.067, -0.135], [-0.731, -1.043, -0.869], [-0.358, 1.129, -0.317], [-0.989, 0.468, 1.747], [-1.005, -1.291, 1.636], [1.227, -1.333, 1.110], [2.433, -0.017, -1.581], [3.046, -0.896, -0.150], [3.333, 0.872, -0.348]], "lowdin_charge": [-0.152, -0.293, -0.209, 0.060, -0.555, 0.001, 0.006, 0.066, 0.065, 0.065, 0.119, 0.188, 0.117, 0.121, 0.133, 0.100, 0.077, 0.091], "gap_ev": 9.53, "molar_mass_g_mol": 101.15, "homo_ev": -8.63}

---

<2>
{"formula": "C5H11NO", "method": "the ωB97M-V functional and the def2-TZVPD basis", "species": ["C", "C", "N", "C", "C", "C", "O", "H", "H", "H", "H", "H", "H", "H", "H", "H", "H", "H"], "coordinates": [[-1.902, -0.900, -0.460], [-1.531, 0.257, 0.457], [-0.065, 0.456, 0.599], [0.442, 0.372, 1.828], [0.602, 0.737, -0.529], [2.042, 0.412, -0.725], [2.208, -0.691, -1.620], [-2.991, -0.933, -0.577], [-1.574, -1.858, -0.045], [-1.459, -0.785, -1.452], [-1.936, 1.198, 0.075], [-1.934, 0.108, 1.461], [1.445, 0.731, 2.003], [-0.125, -0.118, 2.604], [-0.002, 0.982, -1.394], [2.594, 1.232, -1.194], [2.530, 0.201, 0.237], [1.655, -1.400, -1.267]], "lowdin_charge": [-0.080, -0.193, -0.231, -0.004, -0.125, -0.262, -0.078, 0.077, 0.080, 0.067, 0.126, 0.111, 0.060, 0.053, 0.110, 0.112, 0.098, 0.078], "gap_ev": 7.64, "molar_mass_g_mol": 101.15, "homo_ev": -6.78}

---

<3>
{"formula": "C5H11NO", "method": "the ωB97M-V functional and the def2-TZVPD basis", "species": ["C", "C", "C", "C", "N", "C", "O", "H", "H", "H", "H", "H", "H", "H", "H", "H", "H", "H"], "coordinates": [[0.553, 0.104, -2.211], [-0.060, 0.723, -0.957], [0.075, -0.151, 0.300], [1.433, 0.007, 0.990], [-1.018, 0.129, 1.223], [-1.890, -0.836, 1.617], [-1.795, -2.018, 1.349], [1.585, -0.222, -2.046], [-0.029, -0.767, -2.530], [0.556, 0.824, -3.036], [0.398, 1.703, -0.761], [-1.125, 0.906, -1.140], [-0.066, -1.204, 0.032], [2.232, -0.466, 0.409], [1.692, 1.067, 1.114], [1.415, -0.458, 1.980], [-1.239, 1.090, 1.439], [-2.718, -0.431, 2.229]], "lowdin_charge": [-0.104, -0.224, -0.385, -0.048, 0.038, -0.360, 0.008, 0.071, 0.078, 0.071, 0.108, 0.110, 0.137, 0.076, 0.077, 0.080, 0.138, 0.128], "gap_ev": 10.63, "smiles": "CC[C@@H](C)NC=O", "molar_mass_g_mol": 101.15, "homo_ev": -9.73}

---

<4>
{"formula": "C5H11NO", "method": "the ωB97M-V functional and the def2-TZVPD basis", "species": ["C", "C", "C", "C", "C", "N", "O", "H", "H", "H", "H", "H", "H", "H", "H", "H", "H", "H"], "coordinates": [[1.734, -1.524, -0.249], [1.466, -0.127, -0.878], [0.545, 0.785, -0.056], [-0.921, 0.744, -0.563], [-2.092, 0.755, 0.416], [-1.952, 0.005, 1.600], [-3.097, 1.392, 0.222], [1.889, -1.383, 0.821], [0.904, -2.182, -0.496], [2.565, -2.055, -0.715], [0.945, -0.427, -1.783], [2.420, 0.360, -1.050], [0.907, 1.798, -0.039], [0.451, 0.226, 0.882], [-1.023, -0.259, -1.008], [-1.208, 1.483, -1.307], [-2.539, 0.447, 2.295], [-0.993, -0.038, 1.909]], "lowdin_charge": [-0.104, -0.256, -0.181, -0.109, -0.527, 0.135, 0.061, 0.068, 0.067, 0.067, 0.093, 0.099, 0.108, 0.076, 0.121, 0.119, 0.099, 0.063], "gap_ev": 10.71, "smiles": "CCCCC(N)=O", "molar_mass_g_mol": 101.15, "homo_ev": -9.77}

---

<3> has the most favorable energy; the next structure is 0.0179 hartree above.